Entry 1
# C80H140N20

20 unconnected molecules or ions with the total composition C80H140N20 (ωB97M-V/def2-TZVPD, the Open Molecules 2025 dataset).

Properties
* orbital gap: 10.5 eV
* LUMO level: -0.29 eV
* total charge: 0

Structure (XYZ):
```
240
Properties=species:S:1:pos:R:3:mulliken_charge:R:1
H 2.7483 -7.3717 -2.5536 0.33
H -0.2231 3.5298 7.1470 0.51
H 4.3918 -4.2256 -1.7175 0.06
N -5.0838 3.3556 0.5062 -0.24
H 7.0485 4.6094 -1.6300 0.44
C -5.4606 -0.3357 -1.6816 -0.32
C 6.5247 0.3903 -4.8126 -0.20
C 2.9861 0.1292 4.1224 0.49
H 2.7656 5.1486 5.5185 0.23
H -3.7953 -4.4720 1.2873 -0.49
H 2.7721 -3.7733 -1.6202 -0.23
N 2.1257 -5.8624 3.0981 -0.54
C 3.0754 -3.2476 -5.7861 0.27
H -3.2040 7.9579 -1.6505 0.42
H 3.4546 -9.6205 -1.7502 0.31
H 2.2911 -8.1729 0.0105 0.41
H -6.5078 -7.7980 2.7083 0.34
H 2.3519 -0.6469 3.6940 -0.20
C -0.3242 -4.0220 -3.0003 -0.15
H -7.2060 -6.3146 3.3515 0.37
H 4.7286 -0.7830 -4.2726 -1.23
C 0.9967 10.9972 -2.5208 0.24
H -2.2389 4.5565 -6.6653 0.34
H 0.0570 4.0371 -5.7343 0.37
H -7.1373 7.6671 -2.6516 0.37
C -2.7855 6.9624 -1.7981 -0.98
H 0.0165 4.3775 -3.4351 0.19
H 3.7142 -3.6359 -0.1559 0.31
H -0.5613 -4.2257 -1.9561 -0.17
H -5.2393 -1.0466 -2.4777 0.51
C -1.0099 -2.8855 3.6480 0.12
C -6.9275 6.5975 -2.6423 -1.37
N 3.2134 1.4707 -5.9961 -0.57
N -0.6051 -1.7569 3.4838 -0.36
H -4.5508 2.9958 5.1011 0.39
C -3.4252 3.8229 -5.1873 0.30
C -3.7919 0.2474 4.5225 -1.31
C -2.1094 -7.8490 -0.1231 0.39
C -2.7382 4.7486 7.4686 0.03
H 0.3377 -2.6881 -0.2762 -0.03
N -0.3559 2.6987 -0.5603 -0.41
H 0.8361 -1.2065 -1.2756 0.49
H -3.7733 5.9490 -0.2673 0.15
H -3.1944 -2.9007 1.8223 0.06
C 3.7130 -3.9945 4.0361 0.30
C -6.7992 0.1882 -1.8076 -0.05
H -2.6596 -5.7740 2.8213 0.29
C 4.0905 -2.0387 -1.5513 0.74
C 1.8053 -6.2950 -0.3919 -0.11
H -3.9722 -1.1655 -0.4638 -0.43
H -5.1194 0.7905 0.7809 -0.27
C -2.5907 -4.6740 -3.9107 -0.02
H 5.3727 -2.9256 -4.5189 -0.29
H -2.6406 1.5572 3.1648 -0.17
C 0.7211 8.2825 -1.8480 -0.90
H 3.9885 -1.8268 -2.6156 -0.31
C 0.7883 9.2649 -0.6501 -0.12
H 0.9746 4.1628 6.0601 -0.05
H -5.4565 -6.3936 2.8305 0.06
C 2.8850 -7.3764 -0.4378 -0.56
H 2.2346 3.8700 3.4328 0.19
C 5.2906 -4.6466 -5.7564 -0.59
H 3.9789 2.2859 -1.7710 0.21
H 0.9383 -1.2653 0.4704 0.53
C -6.5697 5.8625 -1.3065 -0.14
H -1.2273 3.1062 -3.0704 0.30
C 2.3118 -4.4115 6.2403 -1.12
H -6.4150 -6.7810 0.5884 0.38
C -5.5403 3.8321 -0.4278 -0.26
H 4.6590 -0.9477 3.1234 0.14
H 2.5930 4.7007 1.2893 0.37
N -2.4275 5.7360 3.0342 -0.45
H 1.5605 -3.6325 6.1110 0.19
H 3.2631 -5.1198 -4.8990 -0.06
C 4.2111 -8.8591 -1.9400 -1.35
H 0.3358 2.7399 -3.6454 0.28
H 5.5774 4.2135 -3.5795 0.51
C -2.9258 -3.9480 1.6841 0.61
H 3.4035 -5.2226 -6.5290 0.43
H -2.0770 -4.0496 1.0078 0.00
H -0.0914 -8.2359 0.6047 -0.02
H 6.7877 1.4481 -4.8095 0.20
C -6.9088 -6.1733 1.3466 -0.71
C -2.7237 6.0636 -0.5382 0.27
H -1.9745 -6.8000 -0.3865 -0.08
H -1.6003 -1.0967 -1.1295 0.54
H 1.4190 5.8270 4.6712 -0.38
H -3.1477 -7.8442 0.2087 0.25
N 3.9306 7.9689 4.5408 -0.49
C 5.8532 -0.3300 -1.0448 -0.01
C 4.4617 -0.2593 3.9452 -1.02
H -1.6275 7.5124 0.6998 -0.06
H 3.4027 -3.0748 3.5402 -0.18
H -4.1717 3.6585 3.4906 0.06
H -6.1794 6.4466 -3.4206 0.30
C 1.4284 10.6264 -1.1471 -0.60
H 4.1217 -6.6331 -2.0243 -0.02
H -2.6111 4.6106 5.4278 -0.38
C -5.3106 -0.2721 0.9308 -0.54
H 4.9095 -8.7667 -1.1083 0.31
C -1.2364 0.3921 0.4548 0.36
H 7.0433 -0.2081 -4.0635 0.38
C -1.9908 -8.8467 -1.2981 -0.81
H -2.7294 -3.6134 -4.1204 0.27
C 6.0136 4.3342 -1.4264 -0.50
C -2.1170 4.4362 -5.5888 -0.41
H -2.5331 2.0270 4.8346 0.11
H -0.6630 6.1665 0.3634 0.36
C -0.0963 3.9903 6.1672 -0.43
H 0.7257 -4.3135 -2.9736 -0.26
C -5.7463 2.2958 3.6186 -0.14
H -2.8217 6.2816 6.0781 0.57
H 4.0937 -2.9693 5.9632 0.32
N 0.5893 11.1654 -3.5727 -0.45
H -3.1089 -0.5600 4.7867 0.27
H 1.6492 8.1232 -2.3968 0.46
H -2.2521 0.7849 0.5026 -0.03
N -4.0343 -5.7950 -5.7630 -0.48
H -1.4974 -1.7362 0.5466 -0.50
C -0.4711 3.4620 -3.7701 -0.89
N -5.0788 -4.4212 -1.0524 -0.49
H -6.3741 -0.2592 1.1694 0.57
C -5.8055 -4.5097 -0.1752 0.09
C -1.4287 -4.2159 3.8783 -0.06
H 4.7906 -9.0453 -2.8442 0.39
N 2.6188 -2.1842 -5.7604 -0.49
H -3.4073 6.3828 -2.4804 0.19
H -0.4215 6.0224 6.8889 0.36
H -5.7557 6.4571 -0.8917 0.10
H 5.6701 -4.2107 -6.6805 0.30
H -3.0510 -4.8178 -2.9333 0.14
H 1.4557 8.9489 0.1517 0.23
N -4.4656 3.3859 -4.8523 -0.54
H -5.1619 4.4495 -2.2653 -0.25
C 0.3514 -1.6035 -0.3836 -1.06
H -0.8140 -5.9116 -3.8790 0.29
C -1.7018 6.4344 0.5565 0.17
C -4.3907 2.7498 4.0513 0.07
H -0.8554 0.3975 1.4760 0.13
C -1.0717 -1.0420 -0.1779 0.39
H -6.7542 3.8709 -2.1302 0.57
H -6.4008 -4.0517 1.8441 0.35
H 1.3048 0.4238 5.4435 0.21
H 4.7165 -0.8450 4.8285 0.25
H -0.4379 -2.9398 -3.0630 0.48
C -0.8261 3.6062 -5.2626 -0.56
H 4.8358 0.7539 -3.5811 -0.92
C -6.0258 4.4859 -1.6016 0.18
C 4.0071 3.1650 -2.4150 -0.93
H 7.7924 0.6097 -6.6501 0.38
H -4.5040 -0.1911 3.8235 0.27
H 0.2426 7.3406 -1.5796 -0.09
C -5.0531 -1.0461 -0.3899 1.51
C -3.2261 1.6579 4.0786 0.69
N 3.0164 2.3431 6.9343 -0.50
C -6.6779 -4.6752 0.9941 -0.16
H -7.4106 5.9445 -0.6179 0.48
H -0.6252 5.8272 5.1505 0.12
H 2.7329 0.9319 3.4298 0.26
C 3.5044 -7.4973 -1.7786 0.15
C -6.4818 -6.7104 2.6394 -0.99
H -2.9156 -8.8962 -1.8730 0.44
H -0.7106 -4.6149 -4.9886 0.44
H -1.8614 6.9362 -2.3756 0.02
H 2.4032 -0.6242 6.0270 0.15
H 3.3597 4.0202 -2.2212 0.46
H 5.8689 -4.2396 -3.5952 0.27
C -2.1612 6.0229 1.9506 -0.11
H -0.2344 9.4706 -0.3343 0.18
C 2.7659 4.8216 3.4454 -0.39
N 0.2341 -8.4620 -2.6739 -0.52
C -2.6705 -4.7036 3.0271 -0.90
H -0.9349 2.5913 -5.6451 0.33
N -3.0549 4.2389 8.4596 -0.56
H 2.5130 10.5331 -1.2016 0.30
C 5.4547 -1.7407 -0.9831 -0.36
H 6.0503 2.7472 -2.7085 -0.13
H -7.6409 -4.3736 0.5822 0.48
H 6.9977 -0.9643 -6.4135 0.18
H 3.8122 4.5253 3.5202 0.41
C 2.5025 5.7166 4.6263 0.61
C 3.3368 6.9542 4.5838 0.05
N -7.8706 0.5646 -1.8386 -0.55
H 6.2277 -2.2116 -1.5904 0.28
C 3.7509 -3.4876 -1.2352 -0.71
C -0.7591 -8.6522 -2.0863 0.34
H 4.4519 -4.6088 5.8462 0.38
H -0.5505 -4.7826 3.5690 -0.17
H 1.3664 5.7179 2.1364 0.11
H 1.9932 -5.3542 5.7954 0.38
H -4.3813 0.4128 5.4244 0.45
H -1.9274 -9.8675 -0.9211 0.36
H -4.9118 0.6057 -1.7103 0.20
H 2.4305 -4.5631 7.3131 0.40
H 6.9538 -3.5786 -4.8391 0.42
C 2.3893 0.3281 5.4968 -0.22
H 3.5063 2.7438 -3.2867 0.08
C 2.8102 -5.0241 3.5104 0.15
N 6.1027 0.7722 -1.1204 -0.41
C -0.8415 5.3756 6.1187 -0.71
H 1.1728 11.5000 -0.5474 0.37
C -0.6735 1.6711 -0.1655 -0.42
C -2.3183 5.3225 6.1996 0.43
H -0.4347 3.3686 5.3383 0.11
C 2.7757 1.4179 6.3332 0.10
H -1.4547 -4.2755 4.9663 0.51
C -1.0701 -4.8578 -3.9887 -0.56
C -3.3781 -5.3421 -4.9248 -0.01
H -2.2641 5.1388 -0.8869 -0.13
N -6.8089 1.9802 3.2229 -0.61
H -0.0089 8.5981 -2.5934 0.39
H 3.0712 6.2511 1.8155 0.38
C 6.8865 0.1142 -6.3012 -1.23
N 4.9491 6.6999 -0.8706 -0.51
H -7.8544 6.1198 -2.9596 0.37
H 4.6739 -4.3345 3.6500 0.33
C 5.3527 5.6305 -1.1057 0.13
C 5.0624 0.2275 -4.5083 2.55
C -1.1188 -8.1702 0.9628 -1.06
H 6.0601 0.5421 -6.8688 0.36
H 5.8932 3.6479 -0.5882 0.26
C 5.9248 -3.8604 -4.6155 -0.38
H 5.6284 -5.6829 -5.7655 0.35
H -7.9822 -6.3507 1.2799 0.36
C 3.7437 -4.5815 -5.7158 -0.12
H 5.1928 0.5477 3.8971 0.38
H 3.7032 -7.1736 0.2534 0.48
H 5.5245 -2.0422 0.0620 0.41
H -3.5205 -4.6571 3.7079 0.38
C 5.4466 3.6531 -2.6538 0.03
C 3.6656 -3.8992 5.5890 -0.59
H 3.4712 -1.3820 -0.9404 0.25
H -5.4592 -2.0478 -0.2489 -0.59
N 0.9868 -5.4720 -0.2941 -0.26
H -1.0609 -7.6001 1.8899 0.24
C 4.0079 0.9387 -5.3105 -0.07
H -2.0704 5.4583 -5.2130 0.28
H -4.6810 -0.4751 1.7971 -0.15
H -1.3857 -9.1546 1.3473 0.45
C 2.4148 5.4238 2.0852 -1.11
```

***

Entry 2
# C80H140N20

20 unconnected molecules or ions with the total composition C80H140N20 (ωB97M-V/def2-TZVPD, the Open Molecules 2025 dataset).

Properties
* orbital gap: 10.8 eV
* LUMO level: 0.21 eV
* total charge: 0

Structure (XYZ):
```
240
Properties=species:S:1:pos:R:3:mulliken_charge:R:1
N 1.4809 2.3481 2.3094 -0.22
C 2.1251 -10.9192 2.8003 -1.66
H 0.4516 -0.6727 -1.8961 -0.12
H 1.5876 -2.2526 -6.0664 0.39
C 2.5050 -4.1382 2.3256 1.15
H 1.7440 -8.9998 3.5383 0.05
N -6.0465 -0.8433 -0.3978 -0.68
H -4.3927 1.4025 -5.9885 0.45
H -5.7567 2.7013 -1.3152 -0.59
C -0.0255 5.8252 2.5122 1.09
H 2.5438 -4.3008 1.2485 -0.50
H 3.2659 3.1398 4.7255 0.50
C 6.3090 -1.0754 -2.3881 -0.80
C 0.1624 -7.0950 5.4277 2.16
H 0.2830 -2.9564 -1.4593 -0.65
H 0.2788 -7.2932 4.3622 -1.19
H -0.6836 -5.4631 7.5821 0.30
H -1.5461 2.5495 -4.2191 0.28
H -0.7683 -7.5126 5.8119 -0.10
H 3.6860 -2.9854 -0.9749 -0.06
H -2.9179 -0.6559 5.3682 0.51
H -2.2772 4.3855 -6.0137 0.42
H -5.5676 -2.9367 -2.4753 0.48
C 6.4871 4.9234 -4.2685 0.22
C 1.0905 7.5522 -2.4133 0.59
H -3.4891 2.9513 0.7959 -0.74
H -4.6475 1.2003 -2.9216 -0.02
C -3.7650 -3.1283 1.1345 0.80
C 0.8877 -9.0741 1.6230 -0.46
H 3.7777 6.6815 -2.7525 -0.15
H 0.3350 7.9212 -1.7195 0.34
H -0.5813 -5.2014 4.9921 -0.19
H 4.0806 3.8178 3.3119 0.33
H 5.1744 -3.9548 2.5593 0.45
N 0.8432 -7.4275 -1.7133 -0.60
C 4.7677 1.8529 3.7527 -0.78
H 2.8231 2.6438 -1.7523 -0.47
H 8.6296 5.0163 -3.9004 0.41
H 4.9876 4.5777 0.7249 0.37
H -4.2495 -3.9220 -2.7224 0.42
H 0.2988 -10.0935 3.4267 0.20
H -3.4311 -2.0987 4.5157 0.18
C -0.2517 -0.4051 4.5885 1.29
H -3.0417 -3.2404 0.3268 0.03
C -2.1783 5.1678 -5.2612 -0.70
H 1.5859 -3.8579 -2.2885 0.14
H -3.5808 -8.3861 6.1554 0.38
H -4.8698 1.6591 5.8438 0.50
C -1.0005 4.6596 -4.3705 0.00
H -3.4150 -0.9838 1.4016 -0.74
H -4.5223 -5.2638 1.2816 0.47
C -0.8742 0.5313 0.5152 0.95
H 5.6826 3.6861 -5.8554 0.29
N 3.1569 4.4206 -4.2838 -0.23
N 0.1340 8.2294 -4.7593 -0.59
H -3.9752 -5.7943 6.3930 0.47
H 2.2620 1.3307 -4.6504 -0.63
H -0.5810 1.0504 1.4277 0.01
N 1.9979 -8.4355 6.8289 -0.61
C -3.5287 5.4007 -4.6082 0.14
H -0.9897 -2.2395 3.6517 -0.06
C 3.5946 2.9263 3.7084 -0.67
H -3.7004 -2.9121 -6.4845 0.40
H 1.0625 0.8952 -0.0865 0.11
H 0.0823 -3.5375 -4.1289 0.07
H -0.2159 -5.1433 -3.6726 0.45
H 3.9158 0.0213 2.9581 0.05
H -5.5277 0.4981 -5.0281 0.05
H 2.2646 9.3054 -2.0174 0.46
H 3.5907 8.0469 -3.8842 0.44
H -5.6243 3.5079 -5.5991 0.24
C -3.7441 -7.6842 5.3376 -0.73
H -2.8104 -3.4331 -5.1440 0.19
H 5.5072 -1.1903 -0.4321 0.08
H 2.6440 7.9143 -1.0131 0.03
H 1.4778 -3.9035 2.6045 0.22
H -3.2676 2.7113 -0.8782 -0.68
C 7.9406 4.7723 -4.7090 -1.52
H -1.8953 0.7483 0.2017 -0.25
H 0.3878 -0.2874 -5.2669 0.26
C -4.1812 2.0248 5.0821 0.27
H -5.1691 1.5598 -0.2131 -0.54
H -5.3973 -3.6677 -4.9586 0.39
C 2.1659 -1.3339 -5.9682 -1.22
H 0.9193 7.2729 0.3337 -0.27
N -0.5335 1.2180 6.6159 -0.64
C -0.2359 -4.1301 -3.2711 -1.11
H -2.6519 4.9359 -0.5763 0.38
C 1.2064 -7.8259 6.2301 -0.04
C -6.2878 3.1736 0.6365 -0.13
H 2.2831 -11.3789 3.7759 0.42
H 0.1193 8.8780 0.7160 0.45
H -4.7636 -1.5394 2.2905 0.54
H 1.1342 -5.2205 5.0857 0.33
H -2.3864 -6.0749 6.0507 -0.57
C -4.2513 -1.6801 1.3388 1.09
H 3.2932 0.3754 4.5690 0.25
C -3.9975 3.5129 5.1373 -0.99
H 3.8726 5.9437 0.7392 0.36
H 1.8110 -8.9001 1.0705 0.35
C -1.3010 3.3683 -3.5427 0.40
N -4.5406 5.6292 -4.0871 -0.54
C 1.2786 5.7686 3.1515 0.13
H -0.8111 -4.9877 -0.6662 0.00
N -7.6725 3.1185 -3.2462 -0.50
H -5.4412 -1.8814 -4.6869 0.17
H 2.7856 -1.4766 -5.0829 0.15
N -0.3724 -6.7496 1.9105 -0.20
C -4.1705 1.5792 -3.8255 0.61
C 5.5070 4.6716 -5.4240 -0.44
N -5.0364 1.1182 2.7688 -0.34
C 0.5682 7.9410 -3.7159 0.06
H -3.8609 2.6047 -3.6239 -0.27
H 2.6668 4.9416 -1.3105 -0.68
H 6.2869 4.2481 -3.4367 0.05
C 0.2444 -5.0139 -0.9372 1.36
H 0.0223 -3.9976 7.0943 0.37
C -6.0773 2.5585 -5.3136 -0.63
N 5.1439 1.4039 0.2265 -0.59
C 4.0666 -2.3167 -1.7470 -0.47
C 2.9925 1.6058 -6.5419 -0.07
H 3.3612 -2.6274 3.6040 0.41
N -7.0842 3.5968 1.3654 -0.63
H -3.1815 -1.7101 -5.2444 0.07
C 0.1777 -7.7782 1.7601 -0.14
N -2.2152 -8.8876 3.6130 -0.41
H -0.0085 2.1144 -0.6907 0.57
H -3.3172 0.9278 -4.0145 0.09
C -2.8916 -8.3596 4.3624 0.20
H -3.0727 3.6688 3.0425 -0.04
C 2.8508 -5.4327 2.9448 -0.28
H 4.2817 3.2872 -2.1725 -0.75
C 0.0905 1.0369 -0.5591 -0.75
H 1.0057 0.7920 -2.4840 -0.34
H 1.5409 8.2577 1.5720 0.44
H 1.1845 6.4676 -2.3610 -0.32
H -0.4284 7.9152 2.9076 0.35
H 2.5143 3.9936 0.1966 -0.19
C -2.7506 -1.2485 4.4688 -0.52
H -3.2398 5.1753 3.9898 0.44
H 1.1070 -5.3592 7.5714 0.45
N 3.8188 1.8369 -7.2630 -0.58
H -2.0930 3.5309 -2.8117 -0.37
H 4.9652 -0.2687 4.2792 0.52
C 2.4259 2.5914 2.9294 0.22
H 7.1417 -0.5511 -1.9193 0.40
C -3.7686 -1.8786 -2.4601 -0.25
C 0.1545 0.3749 -1.9458 0.68
H -3.6504 3.8557 6.1120 0.40
H -5.5657 -4.1485 1.9719 0.42
N 3.0972 -6.4714 3.3706 -0.51
C 2.4400 8.2298 -2.0363 -0.34
C 4.1930 4.5574 -4.8168 0.06
H -2.7787 -4.4277 4.4668 -0.24
C 1.2415 -0.0705 -5.9090 -0.59
C -0.3602 7.2720 2.0303 -0.88
C 4.7392 -3.1421 1.9778 -1.51
C 5.5005 -1.8370 -1.3095 -0.32
H -0.2096 4.4176 -5.0805 0.30
C 0.1891 -5.0742 7.0574 -1.51
H 6.7754 -1.7032 -3.1473 0.40
C 0.5627 -6.3655 -1.4046 -0.15
C -4.6183 -2.9377 -3.0109 -0.61
H 8.0985 3.7258 -4.9698 0.34
C -4.8755 -2.8028 -4.5487 -0.57
H -0.4619 0.1390 3.6677 -0.78
C -0.7913 -0.9064 0.8716 -0.07
C 0.5987 7.9779 1.1007 -0.72
N -3.0895 -1.0708 -2.0100 0.16
H -6.7895 2.2859 -6.0924 0.48
H 3.0879 -10.6469 2.3679 0.36
H -4.3283 5.3179 0.1840 0.46
H -2.9854 -5.7078 3.4209 0.25
C 4.4980 2.0797 -0.4558 -0.05
H -2.0523 3.9953 4.4610 0.27
C 1.2131 -9.7452 2.9462 0.32
H -5.0019 3.9281 5.0540 0.42
H 0.7987 -0.0334 -6.9043 0.34
N 4.9577 0.5675 -3.9177 -0.42
H -4.7781 -7.8264 5.0233 0.44
C 3.3442 -2.8867 2.5454 -0.14
C 4.1831 0.4107 3.9405 -0.86
H 8.2605 5.4477 -5.5025 0.35
H -4.3934 -4.9672 4.0383 0.50
H 4.6969 -3.5161 0.9548 0.32
N -0.6942 -2.0300 1.1397 -0.28
C -3.5778 -2.7101 -5.4204 -0.76
H 2.8783 -1.2523 -6.7892 0.42
H -2.9548 -0.6488 3.5818 -0.36
H 1.1059 2.0366 -5.7688 -0.05
H 4.1800 -2.6922 -2.7639 0.40
H 0.7405 -0.8520 4.5267 0.22
C 5.5288 -0.1694 -3.2223 0.18
H 0.2447 -9.7418 1.0496 0.42
C -3.3664 -6.2242 5.5976 0.33
C -3.9256 3.2124 -0.1682 1.77
H -0.8304 5.5241 3.1828 -0.33
C -0.4283 0.4732 5.7420 -0.04
H -1.2495 -3.7819 -3.0724 0.13
C -3.0529 4.1028 4.0423 -0.58
N 2.3277 5.7446 3.6579 -0.61
C -4.6295 1.5213 3.7515 0.17
C -1.2294 -1.6295 4.5227 -0.20
C 0.5568 -3.8999 -1.9315 1.13
H 2.9521 -2.0016 2.0445 0.06
H 4.5572 8.1495 -2.4092 0.48
H -0.9955 -2.2061 5.4177 0.34
C 4.2877 5.1509 0.1169 -1.50
H -1.3267 7.2328 1.5277 0.41
H -1.8482 6.0823 -5.7539 0.49
H -3.2106 -3.3944 2.0344 -0.37
C -5.0287 1.4641 -5.1054 -0.78
H 6.2734 5.9286 -3.9051 0.13
H 4.9052 5.6812 -0.6080 0.28
H -0.7900 0.4827 -2.4790 -0.38
H 5.2653 1.8642 2.7830 0.26
H -4.1402 5.0195 -1.4414 0.24
C 1.8802 1.2759 -5.6699 1.58
H 6.1346 -2.6537 -0.9644 0.43
H 0.1013 5.1221 1.6890 -0.08
H 0.8636 -4.9138 -0.0458 -0.78
H -0.4234 3.0826 -2.9628 -0.14
H 5.3849 -2.2652 2.0254 0.35
C 3.6324 7.7587 -2.8338 -0.85
C -5.3294 2.6331 -0.3148 1.86
H 1.7128 -11.6493 2.1039 0.37
C -7.0066 2.8450 -4.1434 0.23
H 3.2914 -1.5640 -1.8906 0.20
H -3.2539 1.4599 5.1776 -0.46
H 5.4326 5.4031 -6.2286 0.41
C -3.4056 -5.3111 4.3451 -0.58
C 3.1987 4.3286 -0.5829 1.40
C -3.7152 4.7142 -0.4852 -1.44
H -0.6048 5.4547 -3.7386 -0.39
C 0.2417 -5.5728 5.6028 -0.11
C 3.7199 3.0361 -1.2728 1.63
C -5.2422 -1.1881 0.3756 -0.30
H 5.5148 2.0862 4.5113 0.41
H -5.4737 -4.2130 0.2211 0.31
C -4.8768 -4.2439 1.1326 -1.64
```

***

According to the calculations, the structures order from most to least stable as entry 2, entry 1.